This record from OMol25 describes C26H53Hg2N3O8P as an isolated structure. The level of theory is ωB97M-V/def2-TZVPD.

```
93
Properties=species:S:1:pos:R:3:forces:R:3
O -0.7345 3.9740 -1.5962 0.68 0.52 -0.64
H 5.3287 2.1319 -0.2357 0.18 -1.41 0.47
H -4.6500 0.6416 1.5981 -0.49 -0.12 -0.49
C 2.7756 -2.1468 3.7180 -0.92 0.27 -0.64
H 1.5323 -2.1777 5.5621 1.15 0.48 0.16
C 3.7819 -0.1602 -1.8977 0.35 0.42 -0.77
H -1.8432 3.6307 0.1020 -0.24 0.15 -1.22
H -1.1354 -1.0516 -4.0781 0.17 -0.35 -0.74
H -0.8650 -5.6514 2.2938 -0.43 0.78 0.29
H -4.8066 -1.9017 -3.1862 0.11 -0.17 -0.12
C -3.3594 -0.0358 3.0456 -0.57 0.93 -0.81
C -2.0063 3.8907 -0.9845 0.34 1.70 2.68
O -0.3639 0.4739 2.0305 0.13 0.52 -0.64
H -4.5788 1.6350 3.0771 -0.26 0.18 0.03
H 0.3192 -1.4897 6.8033 -1.51 -0.37 -1.04
P 0.0588 0.3098 0.4870 -1.25 -1.26 0.10
C 3.7987 3.6286 -2.5032 0.85 1.93 1.08
H -3.2379 1.6371 1.9237 0.28 0.36 -0.33
O 0.3580 -1.2133 0.4347 -0.45 -0.31 -0.02
H 2.5506 -1.0790 3.5864 0.39 -0.10 0.27
C 5.1693 3.1945 -2.0856 0.76 -1.78 -0.45
H 3.7980 -2.3173 4.0113 0.32 0.18 0.22
H 5.8867 3.8646 -2.4534 1.16 1.00 -0.44
H -0.4026 -3.7956 5.9821 0.15 -1.08 0.38
C 1.8133 -2.7630 4.6988 -1.70 -2.03 0.92
H 2.0661 0.1251 -4.6343 -0.29 0.77 0.10
H 0.2244 -5.1617 4.3856 0.65 1.02 -1.02
H 3.2131 3.0232 0.6209 0.56 0.26 -0.64
Hg 0.8957 2.1736 -1.4926 0.11 0.36 -0.20
O -3.7608 -1.2885 -1.5570 -0.46 0.29 -0.63
H -0.8838 -3.9591 1.7695 -0.24 0.24 -0.10
C -4.8883 -1.9556 -2.0979 0.01 0.59 -1.39
H -1.6474 -3.0687 4.8943 1.04 -0.12 0.50
Hg -0.0943 -1.4664 2.7582 0.02 0.59 -0.38
H 3.9985 -2.2997 -2.2082 0.65 -0.30 -0.05
H -3.7039 5.2090 -0.9855 -0.48 0.11 -0.24
H 1.2353 -4.5011 2.9640 0.04 -0.18 0.16
H -0.1459 5.6384 -2.7283 1.63 0.88 0.81
H -5.6886 -3.4507 -0.7464 0.98 0.03 -1.00
N 0.1421 1.6968 -3.5775 0.58 1.16 -0.14
H -3.4487 -4.2310 -0.0952 0.15 0.69 -2.04
H 3.7069 4.6278 0.0428 -0.26 0.38 -0.40
C 0.3212 -4.3923 3.5439 -1.29 -0.10 0.64
C -4.0219 1.0451 2.3631 0.24 0.13 0.52
H -5.7945 -1.4490 -1.8695 -0.81 0.71 0.45
C -0.8526 4.8673 -2.7023 -1.33 -0.23 -2.41
O 3.0206 3.2297 -1.4029 -1.59 0.57 0.46
O 1.4118 1.0217 0.1632 0.15 0.50 0.60
C -4.9187 -3.3517 -1.5807 -0.61 -1.42 1.46
H -1.3291 -1.9560 7.0585 -1.02 -0.48 0.97
H 3.4470 3.1603 -3.3767 -0.57 -0.44 -1.04
N 0.3727 -3.0128 4.1842 0.26 -0.16 0.05
H -2.1569 -1.8664 -0.5409 0.27 -0.14 0.29
H 3.8118 4.7622 -2.5773 -0.42 -1.10 -0.14
H -0.7010 4.3703 -3.7022 -0.31 -0.13 1.09
H 3.7234 -0.2972 -4.5239 0.18 -0.61 0.18
C -2.2409 5.5728 -2.6381 -0.05 -0.14 -0.62
H -1.2501 -0.8483 -2.3108 -0.17 0.59 -0.77
N -2.7642 -0.8923 3.4858 1.00 -1.73 1.02
H -2.8487 -3.8994 -1.9428 -0.56 0.37 1.78
C 3.7243 3.5713 -0.2066 0.21 -1.41 0.60
H -2.1869 6.6314 -2.9446 0.31 -0.27 0.68
H 1.3005 -1.2578 -2.9055 -0.59 -0.27 -0.03
H 2.3101 -2.3337 -3.9715 -0.14 -0.09 0.46
C -2.6499 5.2771 -1.1981 0.77 0.41 0.73
H -1.0795 -0.8177 5.7823 0.53 -0.77 0.15
C -1.3972 -0.3609 -3.3097 0.01 0.14 1.76
C -0.9297 -4.5938 2.6486 1.68 -0.87 0.41
H -1.7885 -4.4271 3.2787 -0.59 -0.07 -0.31
H 5.4260 2.2061 -2.5281 -0.28 0.56 0.33
C 2.8056 -0.2300 -3.9300 -0.27 0.04 -0.51
H 2.1178 -3.7896 5.0910 0.01 1.31 -0.51
C -0.5609 0.8184 -3.3701 -0.58 -1.45 -0.60
H -2.4216 -0.0236 -3.3741 -0.34 -0.22 0.01
C 3.2354 -1.5717 -2.0227 -1.46 -0.86 -0.56
C -3.2046 -2.1450 -0.6080 1.22 0.35 0.44
H 5.8503 3.7389 -0.0852 1.32 1.06 0.61
H -2.5940 3.1669 -1.4504 -0.96 -1.50 -0.74
H -2.2382 6.0758 -0.5138 -0.20 -1.02 -0.56
H 4.8488 -0.1396 -2.2448 -0.66 0.06 0.68
H 2.6222 -1.9483 -1.1995 0.31 0.46 0.29
C 5.1629 3.1152 -0.5593 -1.95 0.55 -0.48
H -2.9384 5.1972 -3.3980 0.06 -0.54 0.44
H 3.6078 0.2900 -0.9306 0.28 0.07 0.24
C -0.6736 -1.7426 6.2645 2.08 1.64 -0.65
O 3.0471 0.6595 -2.8494 -0.23 -0.22 0.14
C -0.6270 -2.9671 5.3563 -0.72 0.82 -1.30
C -3.4861 -3.5583 -1.0432 -0.01 -1.08 0.29
H -3.6805 -1.9435 0.3475 -0.05 -0.15 0.55
O -1.0387 0.8373 -0.4952 1.49 -0.35 1.23
H 2.6568 -2.5598 2.7099 0.04 -0.27 0.13
H -5.1448 -4.0829 -2.3502 -0.25 -0.04 -0.01
C 2.2861 -1.4969 -3.2668 1.67 0.62 -0.01
```
Positions in Å, forces in eV/Å.

Calculated values
M in g mol⁻¹: 967.9
Total charge: +1
Electronic energy in hartree: -2436.62237
2S+1: 1
Highest occupied orbital energy in Ha: -0.397

Results of the Löwdin charge analysis, in e, for atoms 1 through 8:
1 O -0.24
2 H 0.09
3 H 0.08
4 C -0.09
5 H 0.07
6 C -0.17
7 H 0.14
8 H 0.09

---

This record from OMol25 describes a 3-piece molecular cluster, C26H53N3O5 overall. The level of theory is ωB97M-V/def2-TZVPD.

```
87
Properties=species:S:1:pos:R:3:forces:R:3
H 0.3561 -4.4655 4.8010 -0.01 0.01 0.00
H -1.8068 -1.4946 -4.0046 -0.04 -0.04 -0.03
H 1.9094 -2.1903 -0.3211 0.00 0.05 0.01
H -3.2576 5.3961 -1.5101 0.01 -0.01 0.00
H -0.2455 0.8526 0.9340 0.00 0.06 0.00
H 2.7840 -1.6456 4.6362 -0.03 0.01 -0.04
H -2.5710 1.8888 -3.1920 -0.05 -0.02 -0.01
H 1.0596 -2.7727 -2.5006 -0.04 0.00 0.09
H -0.7203 -2.0033 3.7081 0.00 -0.01 0.00
C 3.7683 -3.3685 3.8147 -0.04 -0.01 -0.01
H 2.4248 -3.1337 5.5051 0.03 0.01 0.01
N -2.2452 2.6687 0.2497 0.23 0.41 0.18
H 3.3734 -4.9724 1.0817 0.02 0.02 -0.04
H -0.1382 -1.5007 -2.4127 -0.03 -0.08 0.02
C 2.5770 -2.7122 4.5078 0.07 0.01 0.04
H -2.1149 6.0333 0.7464 0.03 0.01 0.01
C -3.1173 1.9232 2.4976 -0.05 0.00 -0.06
O 2.4283 1.3810 -2.9435 0.19 -0.02 -0.02
H -0.1274 -0.1770 -5.5216 -0.03 0.02 0.15
H -4.1366 4.3816 1.7906 0.01 0.02 0.00
H 1.5361 -5.0513 3.6514 0.01 0.01 0.02
H -0.6996 2.8346 3.2633 0.03 0.01 0.00
C -1.7196 5.0142 0.7714 0.05 0.05 0.03
H 3.6572 -4.4568 3.7943 -0.03 0.01 -0.02
C 3.9345 -2.8218 2.4017 0.06 0.02 0.04
C -1.3838 4.5955 2.1998 -0.03 -0.02 -0.01
C 2.4286 -4.4285 1.1156 -0.10 0.02 0.01
O 4.1275 2.6946 -2.3464 -0.05 0.10 -0.07
H 2.7199 -1.3250 -3.0690 0.03 -0.01 -0.07
C -1.1895 0.7986 1.4687 0.11 0.02 -0.04
H 0.5225 0.7190 -2.5613 -0.03 0.08 -0.04
H 0.6605 -2.5530 -5.1312 0.00 -0.08 0.00
H 0.0518 3.0824 1.6948 -0.03 -0.01 -0.05
H -0.0544 -2.3296 5.3170 0.00 0.00 -0.01
H 1.7775 -0.6062 -4.3563 -0.04 0.00 -0.04
C 0.7602 -4.3050 3.8011 -0.01 -0.01 -0.05
C 1.5427 0.3514 -2.4753 0.02 0.06 0.10
H 1.9915 -4.4584 0.1170 -0.01 0.00 0.01
O -1.4095 2.3470 -0.6587 0.02 -0.33 -0.27
N -1.2528 -1.8432 -4.7763 0.08 0.05 -0.06
C 2.8355 -2.1617 0.2554 0.10 0.06 -0.11
H -2.8669 2.1060 3.5436 0.02 -0.04 0.01
C -1.0214 -0.7793 -5.7387 -0.02 -0.04 -0.02
C -0.8965 3.1521 2.2365 0.06 0.06 0.02
C 3.2221 1.9800 -2.0448 -0.08 -0.11 0.13
C -0.0552 -2.5277 -4.3042 -0.03 0.02 -0.05
H 2.9480 1.7510 -0.9982 0.03 -0.05 -0.06
H -3.5119 3.6843 -1.8806 -0.02 0.01 0.01
O -2.8434 0.4300 -4.6098 0.02 0.05 -0.04
H 0.5094 -0.9332 4.3860 0.01 0.01 -0.02
C -4.1353 4.3132 0.7059 -0.02 -0.05 0.01
C -2.2391 0.1367 -5.8548 0.10 0.01 0.01
H 4.6745 -3.1643 4.3878 0.01 -0.04 0.01
H 3.1026 -1.1245 0.4418 -0.01 -0.01 0.05
C 1.7424 -0.9017 -3.3076 -0.09 0.11 0.01
H 4.7590 -3.3202 1.8864 0.02 0.02 0.02
H -0.3162 -3.5674 -4.0944 -0.03 -0.01 0.04
H 3.6240 -2.6243 -0.3433 -0.01 -0.02 0.01
C 0.1850 -1.9672 4.3159 0.03 0.02 0.04
H -0.0416 -4.4777 3.0820 0.00 0.00 0.00
H -1.8766 4.3516 -1.8761 0.01 -0.03 0.00
H -3.4478 0.8879 2.4112 -0.01 0.00 -0.01
H 1.7400 0.1588 -1.4166 -0.08 -0.04 0.01
C -1.9913 1.1468 -3.7370 0.00 0.10 0.08
H -4.5166 5.2624 0.3283 0.00 -0.01 -0.01
C 0.6308 -1.9387 -3.0594 0.12 -0.08 0.02
H -1.8353 0.0837 0.9569 -0.02 0.02 -0.01
C -2.7445 4.0898 0.1045 -0.15 -0.07 -0.04
H -3.0119 -0.3164 -6.4713 -0.08 -0.10 0.08
H -0.6023 5.2490 2.5919 -0.02 0.02 0.03
H -0.8522 -1.2323 -6.7203 0.07 0.08 -0.06
N 1.5244 -2.3902 2.3089 0.35 0.00 0.41
C -1.8783 2.1506 1.6106 -0.21 -0.15 0.16
H -0.9854 0.4222 2.4730 0.00 -0.04 -0.02
H -1.9249 1.0737 -6.3318 -0.02 -0.03 -0.11
H -0.8039 5.0086 0.1728 -0.01 -0.04 -0.02
H -1.1940 1.6570 -4.2865 -0.02 0.06 0.03
H 1.7562 -4.9724 1.7646 0.04 -0.01 0.03
O 1.4269 -1.1230 2.1896 -0.23 0.15 -0.22
C 2.6746 -2.9675 1.5368 -0.04 -0.22 -0.16
C -2.8454 4.3933 -1.3875 0.05 0.04 0.00
H -2.2494 4.7244 2.8566 -0.02 -0.02 -0.02
H -4.8263 3.5269 0.3993 0.00 0.01 0.00
C 1.2691 -2.8627 3.7226 -0.15 -0.07 -0.06
H -1.5339 0.4814 -3.0008 0.03 -0.01 0.02
H 4.1890 -1.7591 2.4596 -0.06 0.01 0.00
H -3.9672 2.5429 2.2476 0.02 0.03 0.03
```
Positions in Å, forces in eV/Å.

Calculated values
Expectation value of S²: 2.008
M in g mol⁻¹: 487.7
Total charge: 0
Electronic energy in hartree: -1562.78123
2S+1: 3
Highest occupied orbital energy (alpha / beta) in Ha: -0.297 / -0.313
Energy above the lowest of the compared OMol25 structures with the same formula, charge and spin in kcal/mol: 17.3

Results of the Löwdin charge analysis, in e, for atoms 1 through 8:
1 H 0.09
2 H 0.09
3 H 0.07
4 H 0.09
5 H 0.07
6 H 0.13
7 H 0.07
8 H 0.09